#A
C3H7O2S | ωB97M-V with the def2-TZVPD basis set

```
13
Properties=species:S:1:pos:R:3:nbo_charge:R:1
C 2.1147 1.9764 -0.6419 -0.6171
C 1.1976 0.7840 -0.4214 -0.5117
S 1.9571 -0.8355 -0.8113 -0.0895
H 3.1104 1.7556 -0.2957 0.1997
H 2.2004 2.3019 -1.6901 0.1919
H 1.7443 2.8457 -0.0745 0.2033
H 0.2555 0.8614 -0.9456 0.2463
H 0.9075 0.7184 0.6232 0.2489
H 2.0947 -1.2180 0.4597 0.1217
O -3.3408 0.0398 1.4214 -0.7895
C -2.5143 -0.6575 0.8018 0.6308
O -1.3318 -0.4148 0.4998 -0.8121
H -2.9098 -1.6743 0.5246 -0.0227
```

## Properties
Total charge: -1
HOMO-LUMO gap: 7.229 eV

---

#B
C3H7O2S | ωB97M-V with the def2-TZVPD basis set

```
13
Properties=species:S:1:pos:R:3:nbo_charge:R:1
O -2.7737 -0.8604 -0.6683 -0.5778
C -1.7040 -0.4954 -0.2268 0.4576
C -1.2218 0.9145 -0.0640 -0.5346
C 0.3053 0.9392 0.0193 -0.5302
S 1.0774 0.4751 1.5911 -0.6968
H -0.9999 -1.2345 0.1995 0.1166
H -1.5069 1.5565 -0.9117 0.2035
H -1.7724 1.3911 0.7387 0.2319
H 0.7337 0.3805 -0.8217 0.1863
H 0.6042 1.9457 -0.1865 0.1861
H 1.9907 -2.2866 -0.1307 0.4547
H 2.5335 -1.0495 0.5968 0.5024
O 2.7340 -1.6763 -0.1358 -0.9997
```

## Properties
Total charge: -1
HOMO-LUMO gap: 6.904 eV

---

List of relative energies, unit hartree: #A 0.0000; #B 0.0090

---

#A
C3H7O2S | ωB97M-V with the def2-TZVPD basis set

```
13
Properties=species:S:1:pos:R:3:nbo_charge:R:1
C 0.0638 1.5758 -0.0357 -0.3580
C 1.1351 2.3053 0.1977 -0.4160
C -0.5068 -2.3044 -0.0400 -0.8787
O 0.8936 -0.9200 -1.8340 -1.0740
O 2.1448 -2.4312 -0.3148 -1.0682
S 1.1335 -1.3362 -0.4207 1.4739
H -0.3038 1.4084 -1.0323 0.2104
H -0.4644 1.0701 0.7548 0.1839
H 1.6841 2.7868 -0.5942 0.1811
H 1.5378 2.4352 1.1918 0.1750
H -0.5663 -2.4835 1.0315 0.1817
H -1.3499 -1.7049 -0.3742 0.1864
H -0.4775 -3.2470 -0.5764 0.2026
```

## Properties
Total charge: -1
HOMO-LUMO gap: 6.940 eV

---

#B
C3H7O2S | ωB97M-V with the def2-TZVPD basis set

```
13
Properties=species:S:1:pos:R:3:nbo_charge:R:1
C -0.4190 -1.4923 -1.9764 -0.6510
C -1.1792 -1.0229 0.3986 -0.4154
C -0.2728 -1.0961 -0.5255 -0.1911
O 2.5746 2.1104 2.0390 -1.0738
O 0.3308 2.4641 2.8165 -1.0658
S 1.5198 3.1174 2.2998 1.3717
H 0.1031 -0.8538 -2.8110 0.2193
H -0.0935 -2.5902 -2.0648 0.2062
H -1.3944 -1.6309 -2.3129 0.2022
H -2.1610 -1.3065 0.0766 0.1731
H -0.8292 -0.5770 1.3119 0.2373
H 1.1527 3.6207 0.8397 -0.2266
H 0.6683 -0.7429 -0.0913 0.2139
```

## Properties
Total charge: -1
HOMO-LUMO gap: 6.152 eV

---

List of relative energies, unit hartree: #A 0.0000; #B 0.0354

---

#A
C5H31N2O11 | ωB97M-V with the def2-TZVPD basis set

```
49
Properties=species:S:1:pos:R:3:nbo_charge:R:1
O 0.7498 -0.7686 -2.1402 -0.6113
C 0.1618 -1.5048 -1.3809 0.4954
C -0.4990 -0.9157 -0.1495 -0.1563
C -1.5357 0.1692 -0.5461 -0.4835
C -0.8874 1.4508 -0.8701 -0.1180
C -1.2371 2.6752 -0.5155 -0.0937
N -0.4842 3.7915 -1.0897 -0.7128
N -1.1682 -1.8820 0.7347 -0.8799
H 0.0629 -2.5743 -1.5803 0.1592
H 0.2756 -0.4492 0.4479 0.2112
H -2.1300 -0.1824 -1.3952 0.2738
H -2.2961 0.1738 0.2315 0.2606
H -0.0799 1.4046 -1.5814 0.2037
H -2.0436 2.8765 0.1807 0.2290
H 0.1327 4.2203 -0.3229 0.4730
H 0.1076 3.3993 -1.7986 0.4391
H -1.0483 4.5477 -1.4780 0.4248
H -1.5574 -2.6401 0.1558 0.3991
H -0.4521 -2.3676 1.2714 0.3830
H 1.6598 0.8178 -2.0402 0.5042
H 3.0320 1.3274 -2.4539 0.4799
O 2.1868 1.6402 -2.1225 -1.0030
H -1.6897 -0.9446 3.4186 0.4853
H -1.0495 -0.3005 4.6506 0.4826
O -0.9255 -0.9998 4.0037 -0.9537
H -4.0413 -0.8969 -3.4883 0.4766
H -2.7035 -1.1002 -4.0956 0.4726
O -3.1108 -1.0656 -3.2550 -0.9421
H 1.8609 -1.1470 4.1814 0.4835
H 0.7856 -0.7223 3.1591 0.5059
O 1.7445 -0.7760 3.3075 -0.9913
H 2.4400 -2.7769 0.5332 0.5118
H 1.9087 -4.0972 0.0277 0.4748
O 1.6749 -3.1612 0.0470 -0.9926
H -2.9719 -0.8670 1.6301 0.4756
H -4.3769 -1.2584 1.5439 0.4733
O -3.8484 -0.4768 1.4617 -0.9536
H 3.2186 -1.1779 2.1045 0.5123
H 4.5443 -1.8642 1.7089 0.4828
O 3.6053 -1.8775 1.5303 -0.9843
H 2.1280 4.3812 0.4813 0.5324
H 1.0143 4.7785 1.6633 0.5097
O 1.1868 4.4501 0.7758 -0.9982
H -1.7484 -4.7016 -1.1046 0.4827
H -3.0109 -4.0637 -1.7517 0.4938
O -2.2722 -3.8913 -1.1502 -0.9619
H 3.8182 3.5229 -0.8927 0.4930
H 3.6664 2.9086 0.4266 0.4883
O 3.6464 3.7837 0.0210 -0.9369
```

## Properties
Total charge: +1
HOMO-LUMO gap: 9.506 eV

---

#B
C5H31N2O11 | ωB97M-V with the def2-TZVPD basis set

```
49
Properties=species:S:1:pos:R:3:nbo_charge:R:1
O -1.2509 1.8017 1.3137 -0.5504
C -1.0312 0.8246 0.6435 0.4525
C 0.3950 0.3069 0.5077 -0.1658
C 0.5618 -1.1510 0.9039 -0.4694
C 0.4710 -2.1442 -0.2283 0.1608
C -0.2722 -3.2410 -0.1799 -0.4570
N 1.2655 -1.8287 -1.3391 -0.8710
N 1.3322 1.1660 1.2660 -0.7203
H -1.8190 0.1986 0.2058 0.1817
H 0.5860 0.4878 -0.5436 0.2430
H 1.5343 -1.3184 1.3710 0.2351
H -0.2572 -1.3801 1.5828 0.2419
H -0.9085 -3.5351 0.6359 0.2135
H -0.3831 -3.8757 -1.0511 0.2046
H 0.9758 -2.3381 -2.1570 0.4178
H 1.6346 -0.9037 -1.4730 0.4053
H 1.1933 2.1528 0.9635 0.4825
H 2.2873 0.7875 1.1250 0.4714
H 1.0529 1.2066 2.2458 0.4314
H -4.6826 1.6854 1.0245 0.4881
H -3.7939 2.3122 2.1545 0.4991
O -4.3216 1.5494 1.9034 -0.9647
H 4.6276 0.2033 1.5054 0.5034
H 3.8525 -0.9886 0.8681 0.5259
O 3.8429 -0.0045 0.9873 -1.0164
H 3.2122 -3.3514 0.4274 0.4910
H 2.9827 -2.2465 -0.5100 0.4914
O 3.6683 -2.5541 0.1213 -0.9753
H 3.5218 0.7415 -0.9754 0.5046
H 3.2350 1.2832 -2.3611 0.4920
O 2.7969 1.0648 -1.5299 -0.9891
H -4.0137 -1.7223 2.7077 0.4833
H -3.9426 -0.1444 2.4305 0.5211
O -3.4767 -0.9955 2.4001 -0.9999
H -2.6011 -0.7471 -1.6384 0.5050
H -3.1902 0.3288 -2.4801 0.4780
O -2.3646 0.1112 -2.0288 -0.9811
H 0.1577 -0.3287 -4.5173 0.4739
H -0.8448 -0.3909 -3.3494 0.4974
O -0.0218 -0.7741 -3.6847 -0.9770
H -2.7861 -1.7209 0.8172 0.5129
H -3.5264 -2.4505 -0.3546 0.4842
O -2.7554 -1.9219 -0.1350 -0.9964
H 1.5824 4.6562 1.1457 0.4953
H 0.2991 3.8318 0.7043 0.5018
O 1.0204 3.9262 1.3342 -0.9624
H 0.1587 3.3702 -2.0359 0.4940
H 0.8357 1.9367 -1.8041 0.4964
O 0.4762 2.7226 -1.4079 -0.9845
```

## Properties
Total charge: +1
HOMO-LUMO gap: 8.584 eV

---

List of relative energies, unit hartree: #A 0.0318; #B 0.0000

---

#A
C3H12NO2 | ωB97M-V with the def2-TZVPD basis set

```
18
Properties=species:S:1:pos:R:3:nbo_charge:R:1
C -2.1331 0.1930 2.2013 -0.6370
C -1.3250 -0.7086 1.2391 -0.0909
C -0.0139 -0.9633 1.4287 -0.1194
N 1.1635 -0.5110 0.6357 -0.7221
H -3.1536 0.0044 1.8815 0.2347
H -1.8356 1.2199 2.0006 0.2372
H -1.7541 -0.0580 3.1975 0.2389
H -2.0374 -1.1282 0.5427 0.2314
H 0.4196 -1.2192 2.4223 0.1991
H 1.8138 -0.0074 1.2271 0.4353
H 0.7928 0.1480 -0.1300 0.4747
H 1.6320 -1.3285 0.2391 0.4309
H 0.5775 0.4394 -2.2996 0.5353
H -0.2121 1.5244 -1.3575 0.5031
O 0.0845 0.6214 -1.4761 -0.9757
H 1.5711 1.2037 -4.2006 0.4956
H 2.5970 0.0737 -3.9522 0.5029
O 1.8129 0.4963 -3.5994 -0.9738
```

## Properties
Total charge: +1
HOMO-LUMO gap: 8.689 eV

---

#B
C3H12NO2 | ωB97M-V with the def2-TZVPD basis set

```
18
Properties=species:S:1:pos:R:3:nbo_charge:R:1
C 1.9902 0.0884 -0.0375 -0.6669
C 1.0675 -0.8150 0.7118 0.1294
C 1.0965 -1.0465 2.0062 -0.3499
N -0.0462 -1.3081 -0.1294 -0.7195
H 1.4989 1.0231 -0.2956 0.2443
H 2.3187 -0.3840 -0.9771 0.2258
H 2.8940 0.2891 0.5351 0.2593
H 0.3758 -1.6169 2.5707 0.2286
H 1.9200 -0.5824 2.5266 0.2372
H 0.1721 -1.1106 -1.1141 0.4330
H -0.1657 -2.3184 -0.1321 0.4420
H -0.9802 -0.8542 0.0196 0.4849
H -3.1965 0.1540 0.0405 0.5058
H -2.4853 0.2698 -1.2856 0.5115
O -2.5110 -0.2808 -0.4870 -0.9674
H -1.3247 2.8795 -0.5291 0.4806
H -1.3108 3.1642 -2.0337 0.4910
O -1.3134 2.4486 -1.3894 -0.9698
```

## Properties
Total charge: +1
HOMO-LUMO gap: 11.350 eV

---

List of relative energies, unit hartree: #A 0.0898; #B 0.0000